Entry 1:
{
  "formula": "C5H16N3",
  "method": "ωB97M-V with the def2-TZVPD basis set",
  "elements": ["C", "C", "C", "N", "N", "N", "H", "H", "H", "H", "H", "H", "H", "H", "H", "H", "C", "C", "H", "H", "H", "H", "H", "H"],
  "positions_angstrom": [[-1.31, -0.41, 1.29], [-0.94, -0.34, 2.76], [1.06, -0.59, 0.31], [-0.16, -1.13, 0.63], [1.44, 0.70, 0.58], [1.93, -1.55, -0.23], [-2.07, -1.16, 1.11], [-1.57, 0.58, 0.70], [-1.10, -1.28, 3.19], [-1.26, 0.68, 3.20], [-0.35, -2.03, 0.48], [0.61, 1.21, 0.95], [2.30, 1.09, 0.04], [1.64, -2.43, -0.61], [2.83, -1.50, 0.01], [0.11, -0.25, 3.08], [-0.16, 1.36, -2.50], [-1.66, 1.59, -2.60], [0.00, 0.30, -2.38], [0.53, 1.91, -3.30], [0.15, 1.70, -1.38], [-2.15, 1.25, -3.39], [-2.16, 1.41, -1.56], [-1.91, 2.74, -2.61]],
  "lowdin_charge": [-0.172, -0.089, -0.341, 0.083, 0.188, 0.198, 0.117, 0.144, 0.063, 0.121, 0.088, 0.129, 0.192, 0.114, 0.062, 0.074, -0.191, -0.178, 0.029, 0.115, 0.065, 0.001, 0.079, 0.108],
  "charge": 1,
  "lumo_ev": -3.0,
  "homo_energy_ev": -14.26,
  "max_force_ev_per_a": 7.45,
  "total_energy_ha": -364.06298
}

Entry 2:
{
  "formula": "C5H16N3",
  "method": "ωB97M-V with the def2-TZVPD basis set",
  "elements": ["C", "C", "N", "N", "N", "H", "H", "H", "H", "H", "H", "H", "H", "C", "C", "C", "H", "H", "H", "H", "H", "H", "H", "H"],
  "positions_angstrom": [[-1.90, -2.18, 0.69], [-0.60, -1.17, -1.10], [-1.40, -0.99, -0.04], [-0.12, -2.37, -1.48], [-0.42, -0.13, -1.92], [-1.18, -0.19, 0.54], [0.26, -2.97, -0.77], [0.19, -2.41, -2.44], [-1.10, 0.59, -1.90], [0.05, -0.34, -2.80], [-1.75, -3.05, 0.07], [-2.98, -2.08, 0.80], [-1.43, -2.32, 1.66], [1.18, 2.73, 1.46], [1.12, 1.32, 2.09], [1.82, 2.62, 0.10], [1.92, 3.22, 2.10], [0.23, 3.25, 1.46], [0.58, 1.25, 3.04], [0.73, 0.56, 1.40], [1.75, 3.57, -0.45], [1.38, 1.89, -0.59], [2.10, 1.01, 2.46], [2.86, 2.33, 0.25]],
  "lowdin_charge": [-0.024, -0.435, 0.056, 0.211, 0.216, 0.143, 0.137, 0.136, 0.127, 0.138, 0.079, 0.097, 0.099, -0.300, -0.127, -0.138, 0.105, 0.100, 0.072, 0.030, 0.075, 0.045, 0.078, 0.080],
  "charge": 1,
  "lumo_ev": -3.2,
  "homo_energy_ev": -14.16,
  "max_force_ev_per_a": 1.74,
  "total_energy_ha": -364.14453
}

Entry 3:
{
  "formula": "C5H16NO",
  "method": "ωB97M-V with the def2-TZVPD basis set",
  "elements": ["C", "C", "C", "C", "C", "N", "H", "H", "H", "H", "H", "H", "H", "H", "H", "H", "H", "H", "H", "H", "H", "H", "O"],
  "positions_angstrom": [[0.40, 1.37, 1.58], [1.09, 0.33, 0.69], [0.68, 0.44, -0.77], [1.28, -0.64, -1.71], [0.36, -1.85, -1.84], [2.57, 0.41, 0.94], [0.83, 2.37, 1.47], [0.42, 1.06, 2.63], [-0.64, 1.48, 1.27], [0.72, -0.63, 1.07], [-0.40, 0.33, -0.83], [0.84, 1.47, -1.11], [1.45, -0.13, -2.66], [2.25, -0.91, -1.30], [0.93, -2.73, -2.11], [0.01, -2.12, -0.83], [-0.54, -1.54, -2.37], [2.83, 0.02, 1.91], [2.86, 1.41, 1.06], [3.16, 0.02, 0.17], [-5.80, -0.53, 0.01], [-6.19, 0.43, 1.15], [-5.45, -0.09, 0.80]],
  "lowdin_charge": [-0.097, -0.445, -0.202, -0.275, -0.106, 0.057, 0.068, 0.066, 0.080, 0.122, 0.110, 0.112, 0.102, 0.058, 0.069, 0.073, 0.077, 0.033, 0.050, 0.047, 0.032, 0.038, -0.071],
  "multiplicity": 2,
  "s2": 0.7506,
  "lumo_ev": [0.7, 0.7],
  "homo_energy_ev": [-3.48, -11.58],
  "max_force_ev_per_a": 1.78,
  "total_energy_ha": -329.96449
}

Entry 4:
{
  "formula": "C5H16NO",
  "method": "ωB97M-V with the def2-TZVPD basis set",
  "elements": ["C", "C", "C", "C", "C", "N", "H", "H", "H", "H", "H", "H", "H", "H", "H", "H", "H", "H", "H", "H", "H", "H", "O"],
  "positions_angstrom": [[-1.17, 1.15, -0.01], [0.07, 1.24, -0.89], [1.05, 0.08, -0.79], [1.54, -0.30, 0.61], [1.86, 0.89, 1.52], [-1.94, -0.08, -0.39], [-0.85, 1.00, 1.01], [-1.83, 2.01, -0.08], [0.59, 2.16, -0.64], [-0.27, 1.42, -1.91], [1.91, 0.36, -1.40], [0.71, -0.77, -1.32], [2.45, -0.88, 0.50], [0.82, -0.97, 1.07], [1.01, 1.54, 1.74], [2.23, 0.54, 2.48], [2.64, 1.53, 1.09], [-2.84, -0.20, 0.08], [-1.49, -0.99, -0.21], [-2.19, -0.12, -1.38], [-0.74, -3.41, -0.61], [-2.19, -3.33, -0.33], [-1.37, -2.85, -0.15]],
  "lowdin_charge": [-0.140, -0.190, -0.213, -0.243, -0.098, 0.177, 0.117, 0.136, 0.124, 0.123, 0.124, 0.085, 0.113, 0.096, 0.061, 0.083, 0.087, 0.176, 0.100, 0.174, 0.078, 0.079, -0.048],
  "charge": 1,
  "lumo_ev": -3.4,
  "homo_energy_ev": -14.85,
  "max_force_ev_per_a": 1.59,
  "total_energy_ha": -329.86663
}

Entry 5:
{
  "formula": "C5H16NO2",
  "method": "ωB97M-V with the def2-TZVPD basis set",
  "elements": ["C", "C", "C", "C", "C", "O", "N", "H", "H", "H", "H", "H", "H", "H", "H", "H", "H", "H", "H", "H", "H", "H", "H", "O"],
  "positions_angstrom": [[0.27, 2.41, -1.17], [0.43, 1.18, -0.30], [-0.75, 0.94, 0.60], [-0.67, -0.16, 1.66], [0.64, -0.93, 1.78], [0.50, -2.10, 0.91], [0.65, -0.02, -1.25], [0.49, 3.35, -0.65], [-0.74, 2.65, -1.50], [1.03, 2.40, -1.96], [1.36, 1.32, 0.24], [-1.74, 0.99, 0.14], [-0.72, 1.88, 1.16], [-1.38, -0.98, 1.58], [-1.07, 0.16, 2.62], [1.59, -0.43, 1.58], [0.69, -1.39, 2.76], [0.94, -2.86, 1.31], [0.20, 0.16, -2.15], [0.14, -0.84, -0.89], [1.62, -0.24, -1.34], [-1.82, -2.30, -1.26], [-0.62, -3.02, -2.07], [-1.04, -2.19, -1.80]],
  "lowdin_charge": [-0.046, -0.327, -0.150, -0.156, -0.213, -0.107, 0.228, 0.100, 0.099, 0.092, 0.141, 0.132, 0.134, 0.117, 0.123, 0.112, 0.120, 0.095, 0.159, 0.093, 0.160, 0.058, 0.072, -0.037],
  "charge": 1,
  "lumo_ev": -2.9,
  "homo_energy_ev": -14.27,
  "max_force_ev_per_a": 2.01,
  "total_energy_ha": -405.08556
}

Entry 6:
{
  "formula": "C5H16NO2",
  "method": "ωB97M-V with the def2-TZVPD basis set",
  "elements": ["C", "C", "C", "C", "C", "N", "H", "H", "H", "H", "H", "H", "H", "H", "H", "H", "H", "H", "H", "H", "O", "H", "H", "O"],
  "positions_angstrom": [[1.34, 0.41, 0.51], [0.38, -0.24, 1.49], [-0.47, -1.27, 0.76], [-1.66, -0.88, 0.31], [0.07, -2.59, 0.36], [0.65, 1.33, -0.40], [2.04, 1.08, 1.03], [1.90, -0.37, -0.01], [-0.24, 0.41, 2.11], [0.99, -0.81, 2.22], [-2.16, 0.04, 0.61], [-2.34, -1.50, -0.27], [0.23, -3.30, 1.18], [-0.54, -3.07, -0.43], [1.09, -2.63, -0.04], [-0.04, 0.77, -0.92], [0.17, 2.22, 0.04], [1.24, 1.87, -1.04], [1.05, -0.68, -3.61], [-0.40, -0.21, -3.27], [0.53, -0.08, -3.08], [-1.89, 3.28, 0.37], [-0.81, 3.45, 1.37], [-1.13, 2.80, 0.72]],
  "lowdin_charge": [-0.155, -0.150, -0.370, 0.041, -0.061, 0.133, 0.137, 0.134, 0.120, 0.134, 0.066, 0.073, 0.095, 0.096, 0.078, 0.115, 0.127, 0.163, 0.052, 0.049, -0.047, 0.094, 0.099, -0.024],
  "charge": 1,
  "lumo_ev": -3.1,
  "homo_energy_ev": -12.97,
  "max_force_ev_per_a": 2.42,
  "total_energy_ha": -405.08571
}

Entry 7:
{
  "formula": "C5H16O2",
  "method": "ωB97M-V with the def2-TZVPD basis set",
  "elements": ["C", "C", "C", "C", "C", "H", "H", "H", "H", "H", "H", "H", "H", "H", "H", "H", "H", "H", "H", "O", "H", "H", "O"],
  "positions_angstrom": [[0.46, -1.82, -2.02], [0.37, -0.28, -2.05], [-0.63, 0.28, -1.02], [-0.27, -0.11, 0.44], [-1.53, -0.42, 1.25], [1.09, -2.19, -2.83], [-0.57, -2.19, -2.03], [0.82, -2.14, -1.05], [-0.04, -0.04, -3.04], [1.35, 0.17, -1.94], [-0.66, 1.36, -1.18], [-1.62, -0.13, -1.25], [0.33, -1.01, 0.40], [0.27, 0.76, 0.83], [-2.53, -0.18, 0.86], [-1.68, -1.48, 1.42], [-1.57, 0.02, 2.26], [4.38, 0.82, 1.23], [3.30, -0.22, 0.92], [3.81, 0.17, 1.65], [-1.38, 2.19, 2.14], [-1.82, 3.43, 2.94], [-1.87, 3.02, 2.07]],
  "lowdin_charge": [-0.110, -0.268, -0.222, -0.240, -0.126, 0.069, 0.078, 0.048, 0.099, 0.101, 0.107, 0.102, 0.077, 0.102, 0.076, 0.069, 0.061, 0.034, 0.022, -0.060, 0.003, 0.030, -0.052],
  "lumo_ev": 0.7,
  "smiles": "CCCCC.O.O",
  "homo_energy_ev": -10.99,
  "max_force_ev_per_a": 1.86,
  "total_energy_ha": -350.55351
}

Entry 8:
{
  "formula": "C5H16O2",
  "method": "ωB97M-V with the def2-TZVPD basis set",
  "elements": ["C", "C", "C", "C", "C", "H", "H", "H", "H", "H", "H", "H", "H", "H", "H", "H", "H", "H", "H", "O", "H", "H", "O"],
  "positions_angstrom": [[-1.83, 0.75, 2.11], [-2.23, 0.62, 0.62], [-1.05, 0.50, -0.46], [0.37, 0.39, -0.01], [1.19, 1.54, -0.51], [-2.79, 0.73, 2.65], [-1.29, 1.66, 2.26], [-1.26, -0.14, 2.38], [-3.01, 1.34, 0.33], [-2.79, -0.33, 0.58], [-1.37, -0.43, -1.02], [-1.19, 1.33, -1.14], [0.41, 0.40, 1.12], [0.75, -0.66, -0.22], [1.49, 2.34, 0.23], [2.26, 1.19, -0.78], [0.71, 2.10, -1.30], [1.15, -3.74, 1.24], [0.06, -2.86, 1.35], [1.01, -2.82, 1.51], [1.27, 0.09, -2.74], [2.34, -0.96, -2.49], [2.05, -0.30, -3.14]],
  "lowdin_charge": [-0.073, -0.159, -0.113, -0.192, -0.042, 0.107, 0.079, 0.078, 0.133, 0.109, 0.165, 0.115, 0.181, 0.172, 0.146, 0.153, 0.085, 0.055, 0.033, -0.060, 0.005, 0.050, -0.026],
  "charge": 1,
  "multiplicity": 2,
  "s2": 0.7529,
  "lumo_ev": [-3.1, -10.5],
  "homo_energy_ev": [-15.15, -14.94],
  "max_force_ev_per_a": 2.62,
  "total_energy_ha": -350.14491
}

Entry 9:
{
  "formula": "C5H16O2Si3",
  "method": "ωB97M-V with the def2-TZVPD basis set",
  "elements": ["C", "C", "C", "C", "C", "O", "O", "Si", "Si", "Si", "H", "H", "H", "H", "H", "H", "H", "H", "H", "H", "H", "H", "H", "H", "H", "H"],
  "positions_angstrom": [[-2.09, 0.62, 0.47], [-1.48, 1.80, 1.08], [-1.24, -0.69, 0.61], [-0.03, 1.99, 0.46], [0.14, -0.39, 0.03], [0.70, 0.85, 0.54], [1.03, -3.22, -0.49], [0.28, 1.60, -2.80], [2.49, -2.33, 1.94], [1.47, -1.70, -0.04], [-3.12, 0.44, 0.85], [-2.17, 0.88, -0.61], [-2.03, 2.69, 0.98], [-1.43, 1.61, 2.10], [-1.11, -0.93, 1.64], [-1.66, -1.66, 0.05], [-0.37, 2.26, -0.60], [0.66, 2.68, 0.87], [0.51, -3.40, -1.26], [1.54, 0.80, -2.39], [0.13, 3.02, -2.80], [-0.68, 0.95, -3.85], [3.51, -1.60, 2.81], [3.22, -3.54, 1.99], [1.47, -2.91, 3.10], [2.37, -1.21, -1.05]],
  "lowdin_charge": [-0.223, -0.184, -0.171, -0.246, -0.327, -0.178, -0.244, 0.631, 0.515, 0.361, 0.125, 0.107, 0.107, 0.093, 0.098, 0.155, 0.030, 0.120, 0.043, -0.111, -0.172, -0.138, -0.118, -0.166, -0.068, -0.040],
  "multiplicity": 3,
  "s2": 2.0055,
  "lumo_ev": [0.5, -1.1],
  "homo_energy_ev": [-6.78, -9.86],
  "max_force_ev_per_a": 4.37,
  "total_energy_ha": -1218.84868
}

Entry 10:
{
  "formula": "C5H16O3",
  "method": "ωB97M-V with the def2-TZVPD basis set",
  "elements": ["C", "C", "C", "C", "C", "H", "H", "H", "H", "H", "H", "H", "H", "H", "H", "H", "H", "O", "H", "H", "O", "H", "H", "O"],
  "positions_angstrom": [[1.42, -0.86, 1.05], [0.97, 0.63, 1.00], [-0.39, 0.85, 1.42], [-1.36, 0.00, 1.34], [-2.70, 0.51, 1.86], [1.76, -1.08, 0.07], [0.66, -1.49, 1.28], [2.32, -0.94, 1.64], [1.41, 0.87, 0.04], [1.57, 1.26, 1.77], [-0.69, 1.69, 1.89], [-1.44, -0.99, 0.79], [-3.34, -0.33, 2.22], [-3.40, 1.10, 1.12], [-2.62, 1.12, 2.78], [0.24, -0.53, -3.38], [-0.90, 0.35, -3.59], [-0.65, -0.43, -2.99], [-0.63, -2.23, -1.32], [0.10, -2.71, -2.51], [0.32, -2.45, -1.61], [3.20, 1.99, -1.41], [1.63, 1.82, -1.48], [2.54, 1.87, -1.97]],
  "lowdin_charge": [-0.077, -0.226, -0.175, -0.161, -0.136, 0.045, 0.029, 0.071, 0.058, 0.137, 0.073, 0.125, 0.064, 0.104, 0.069, 0.048, 0.085, -0.116, 0.067, 0.027, -0.098, -0.065, 0.091, -0.038],
  "lumo_ev": 0.5,
  "smiles": "C/C=C/CC.O.O.O",
  "homo_energy_ev": -9.18,
  "max_force_ev_per_a": 8.53,
  "total_energy_ha": -425.71148
}